Computed, not measured: a 12-piece molecular cluster, C69H172N12O overall in a non-equilibrium geometry, with wB97M-V/def2-TZVPD.

Spin multiplicity = 1
E = -94265.5977 eV
ΔE to the lowest compared entry with this formula, charge and spin = 88.70 kJ/mol
Molecular weight = 1186.218 g/mol
SMILES = CCN(CC)CC.CCN(CC)CC.CCN(CC)CC.CCN(CC)CC.CCN(CC)CC.CCN(CC)CC.CCN(CC)CC.CCN(CC)CC.CCN(CC)CC.CCN(CC)CC.CCN(CC)CC.CNC(C)=O
Gap between HOMO and LUMO = 8.54 eV

Each line ends with the Mulliken charge.
Positions of all 254 atoms, in Å:
C  -2.784  -1.418  -3.902  -0.704
C  -3.070  -0.963  -5.347  -0.823
N  -2.218  -1.634  -6.346  0.577
C  -2.009  -3.080  -6.278  -0.126
C  -3.284  -3.877  -6.397  -0.765
C  -2.557  -1.327  -7.738  -0.688
C  -2.471  0.169  -7.971  -1.031
H  -1.776  -1.305  -3.502  0.359
H  -3.079  -2.425  -3.609  -0.159
H  -3.301  -0.787  -3.179  0.654
H  -4.108  -1.214  -5.565  0.339
H  -2.953  0.120  -5.344  0.130
H  -1.267  -3.464  -6.978  0.606
H  -1.514  -3.272  -5.326  -0.610
H  -3.643  -3.834  -7.425  0.495
H  -3.124  -4.940  -6.217  0.206
H  -4.146  -3.579  -5.800  -0.034
H  -3.507  -1.697  -8.125  0.362
H  -1.750  -1.771  -8.321  0.419
H  -3.396  0.707  -7.763  0.291
H  -2.175  0.427  -8.988  0.494
H  -1.698  0.622  -7.351  0.089
C  -1.938  -5.818  -2.187  -0.378
C  -1.844  -5.287  -3.603  0.121
N  -1.154  -6.151  -4.549  0.730
C  -1.875  -7.428  -4.764  -0.304
C  -1.621  -8.055  -6.160  -1.415
C  0.224  -6.496  -4.301  -0.529
C  1.093  -5.216  -4.078  -0.734
H  -0.985  -5.710  -1.670  -0.039
H  -2.389  -6.780  -1.941  0.438
H  -2.637  -5.130  -1.714  -0.249
H  -2.832  -5.026  -3.984  -0.064
H  -1.377  -4.304  -3.671  -0.301
H  -1.560  -8.132  -3.993  0.502
H  -2.949  -7.247  -4.737  -0.051
H  -0.585  -8.343  -6.340  0.367
H  -2.254  -8.923  -6.343  0.460
H  -1.875  -7.416  -7.006  0.271
H  0.583  -7.022  -5.186  0.374
H  0.285  -7.195  -3.467  0.381
H  2.117  -5.430  -3.773  0.502
H  0.720  -4.679  -3.206  -0.243
H  1.156  -4.538  -4.929  0.268
C  -3.916  2.739  3.946  -0.806
C  -3.477  2.899  5.381  -0.568
N  -2.904  4.175  5.660  0.984
C  -2.064  4.189  6.871  -0.171
C  -2.802  3.922  8.262  -1.587
C  -3.914  5.324  5.654  -0.552
C  -3.187  6.692  5.731  -1.049
H  -4.384  1.765  3.797  0.433
H  -3.061  2.817  3.275  -0.258
H  -4.698  3.436  3.645  0.545
H  -4.266  2.743  6.117  0.255
H  -2.689  2.164  5.550  0.157
H  -1.396  3.343  6.711  -0.350
H  -1.376  5.032  6.938  0.549
H  -3.543  4.684  8.503  0.351
H  -3.446  3.045  8.199  0.340
H  -2.136  3.824  9.119  0.438
H  -4.647  5.312  6.461  0.329
H  -4.481  5.352  4.724  0.300
H  -3.843  7.560  5.655  0.442
H  -2.342  6.772  5.048  0.116
H  -2.793  6.863  6.733  0.287
C  -5.321  -5.643  -0.273  -0.512
C  -6.603  -5.239  -1.053  -0.916
N  -6.358  -4.466  -2.263  0.197
C  -5.618  -5.177  -3.312  0.915
C  -6.361  -6.480  -3.820  -1.727
C  -5.779  -3.154  -1.900  0.144
C  -6.060  -2.004  -2.982  -1.132
H  -5.340  -6.157  0.688  0.490
H  -4.682  -4.792  -0.037  -0.015
H  -4.716  -6.292  -0.905  0.105
H  -7.214  -6.118  -1.259  0.498
H  -7.244  -4.731  -0.333  0.461
H  -4.673  -5.432  -2.831  -0.509
H  -5.400  -4.601  -4.211  -0.019
H  -6.507  -7.122  -2.951  0.342
H  -5.719  -7.005  -4.527  0.425
H  -7.314  -6.187  -4.260  0.381
H  -6.292  -2.851  -0.987  0.523
H  -4.716  -3.358  -1.772  -0.254
H  -5.495  -2.130  -3.905  -0.001
H  -7.124  -1.827  -3.138  0.438
H  -5.687  -1.068  -2.565  0.112
C  4.437  -0.543  5.359  -0.471
C  5.098  0.762  4.753  -0.650
N  5.507  0.645  3.323  0.054
C  6.649  -0.322  3.305  -0.593
C  7.397  -0.189  1.950  -1.204
C  4.427  0.183  2.419  -0.149
C  3.108  1.020  2.408  -0.370
H  3.620  -0.880  4.720  0.023
H  3.986  -0.274  6.314  0.133
H  5.090  -1.394  5.550  0.362
H  4.459  1.630  4.915  0.136
H  5.973  1.034  5.345  0.547
H  7.390  -0.122  4.079  0.490
H  6.328  -1.339  3.529  0.379
H  6.673  -0.288  1.141  0.104
H  7.903  0.772  1.853  0.292
H  8.202  -0.919  1.865  0.470
H  4.102  -0.857  2.467  0.418
H  4.719  0.276  1.373  -0.365
H  2.408  0.661  1.654  -0.357
H  3.240  2.056  2.099  0.366
H  2.540  1.027  3.339  0.212
C  2.453  4.230  -5.526  -1.373
C  1.554  3.347  -4.625  0.199
N  0.293  2.892  -5.330  0.238
C  -0.141  1.547  -4.994  1.070
C  0.857  0.563  -5.418  -1.224
C  -0.823  3.833  -5.041  -0.355
C  -2.024  3.684  -5.973  -1.150
H  2.746  3.630  -6.388  0.389
H  3.444  4.470  -5.140  0.325
H  1.903  5.103  -5.876  0.311
H  2.164  2.504  -4.301  -0.217
H  1.300  3.777  -3.656  0.282
H  -0.398  1.415  -3.943  -0.113
H  -1.081  1.308  -5.491  -0.857
H  0.576  -0.448  -5.123  0.190
H  0.956  0.516  -6.502  0.315
H  1.833  0.681  -4.949  0.419
H  -0.413  4.839  -5.131  0.518
H  -1.094  3.650  -4.001  0.193
H  -2.562  2.774  -5.707  0.117
H  -1.754  3.767  -7.026  0.295
H  -2.793  4.444  -5.831  0.468
C  -0.741  3.545  0.126  0.011
C  0.450  4.215  0.693  0.058
N  0.162  5.406  1.537  0.086
C  -0.534  5.125  2.823  -1.060
C  0.295  4.370  3.942  0.283
C  1.421  6.128  1.768  -0.187
C  1.230  7.408  2.577  -1.533
H  -0.433  2.722  -0.519  -0.343
H  -1.459  4.187  -0.385  0.540
H  -1.225  2.970  0.915  -0.579
H  0.904  3.378  1.224  -0.055
H  1.153  4.303  -0.135  0.325
H  -0.911  6.091  3.159  0.217
H  -1.424  4.533  2.609  0.138
H  0.399  3.327  3.645  -0.023
H  1.273  4.838  4.054  0.445
H  -0.373  4.517  4.791  -0.264
H  1.851  6.326  0.786  0.544
H  2.131  5.490  2.294  0.199
H  0.963  7.313  3.630  0.256
H  0.463  8.057  2.155  0.360
H  2.162  7.972  2.548  0.441
C  0.402  -0.356  5.834  -1.271
C  0.459  0.977  6.628  0.586
N  1.702  1.247  7.344  0.921
C  2.050  2.689  7.342  0.067
C  3.475  2.927  7.746  -1.466
C  1.745  0.630  8.679  -0.948
C  0.829  1.330  9.748  -1.188
H  0.547  -1.230  6.469  0.460
H  1.229  -0.510  5.140  -0.016
H  -0.546  -0.465  5.308  0.343
H  0.282  1.776  5.908  -0.714
H  -0.363  1.063  7.340  0.136
H  1.296  3.249  7.895  0.294
H  2.079  3.073  6.322  -0.063
H  3.808  3.887  7.353  0.414
H  4.026  2.181  7.172  0.247
H  3.807  2.866  8.782  0.357
H  1.582  -0.433  8.500  0.467
H  2.814  0.671  8.889  0.464
H  -0.214  1.423  9.447  0.215
H  0.844  0.721  10.652  0.426
H  1.262  2.305  9.969  0.293
C  8.482  4.306  -0.409  -1.433
C  7.213  3.426  -0.123  0.021
N  6.373  3.074  -1.330  0.167
C  6.054  4.234  -2.141  -0.867
C  5.081  5.261  -1.565  -0.801
C  5.253  2.208  -1.016  1.148
C  4.787  1.358  -2.215  -0.707
H  8.942  4.071  -1.369  0.325
H  9.200  4.025  0.361  0.445
H  8.099  5.322  -0.315  0.288
H  7.518  2.481  0.326  -0.013
H  6.574  3.965  0.577  0.409
H  6.873  4.827  -2.548  0.397
H  5.569  3.923  -3.066  0.407
H  4.856  6.038  -2.296  0.527
H  4.194  4.688  -1.298  -0.033
H  5.504  5.732  -0.678  0.262
H  4.445  2.781  -0.562  0.084
H  5.550  1.547  -0.202  -0.880
H  5.657  0.829  -2.604  0.452
H  4.365  1.904  -3.059  0.074
H  4.027  0.616  -1.969  -0.242
C  -2.217  -2.524  -0.495  0.692
C  -1.497  -1.933  0.712  -0.896
N  -0.856  -0.631  0.289  1.096
C  -0.393  0.001  1.565  0.755
C  -1.562  0.487  2.508  -0.457
C  0.358  -0.896  -0.461  -0.449
C  0.943  0.374  -1.121  -0.438
H  -2.844  -3.322  -0.099  0.184
H  -1.563  -2.953  -1.255  -0.497
H  -2.917  -1.852  -0.991  -0.469
H  -2.265  -1.682  1.444  0.447
H  -0.854  -2.631  1.247  0.166
H  0.329  -0.596  2.122  0.395
H  0.230  0.868  1.346  -1.046
H  -2.206  1.172  1.955  -0.744
H  -2.122  -0.280  3.043  0.777
H  -1.173  1.091  3.327  0.064
H  0.053  -1.353  -1.402  0.107
H  1.117  -1.565  -0.053  0.105
H  1.485  1.019  -0.430  -0.054
H  0.171  0.914  -1.669  -0.379
H  1.722  0.119  -1.840  0.398
C  1.610  -4.537  1.231  -1.505
C  2.090  -4.456  -0.245  0.456
N  3.499  -4.045  -0.207  0.875
C  4.428  -5.164  0.202  -0.506
C  5.805  -4.539  0.517  -1.190
C  3.940  -3.486  -1.475  -1.290
C  3.311  -2.149  -1.889  0.228
H  1.887  -5.510  1.638  0.455
H  0.536  -4.358  1.280  0.373
H  2.117  -3.773  1.820  0.202
H  1.824  -5.317  -0.859  0.366
H  1.540  -3.647  -0.725  -0.673
H  4.110  -5.715  1.087  0.388
H  4.538  -5.906  -0.588  0.360
H  6.400  -4.506  -0.396  0.327
H  5.712  -3.509  0.859  0.179
H  6.321  -5.205  1.209  0.432
H  3.852  -4.254  -2.243  0.210
H  5.007  -3.269  -1.418  0.484
H  2.262  -2.302  -2.144  -0.176
H  3.811  -1.720  -2.757  0.621
H  3.351  -1.404  -1.094  -0.426
C  -4.492  0.973  0.706  -0.700
N  -5.731  0.934  -0.082  -0.008
C  -6.763  0.078  0.070  0.706
C  -7.952  0.251  -0.877  -1.155
O  -6.706  -0.865  0.832  -0.664
H  -3.840  0.184  0.332  0.052
H  -4.723  0.779  1.754  0.113
H  -3.941  1.893  0.514  0.358
H  -5.779  1.652  -0.790  0.275
H  -7.566  0.616  -1.829  0.342
H  -8.685  0.933  -0.446  0.388
H  -8.334  -0.758  -1.028  0.250